The following is a quantum chemistry calculation of C41H48BrClN5O4S2W as an isolated structure, from the OMol25 dataset.

Geometry as XYZ:
```
103
Properties=species:S:1:pos:R:3:forces:R:3
W -0.10146 -0.23085 -0.93884 0.40 0.35 -0.33
S 0.51401 -3.07771 -4.65162 -0.02 0.09 0.06
C 0.32191 -4.11745 -3.27139 0.00 0.02 0.04
C 0.31431 -5.50793 -3.23399 0.00 -0.03 0.00
C 0.14621 -6.11977 -2.00846 0.01 -0.03 -0.03
C -0.01096 -5.36337 -0.84304 0.00 0.04 0.04
C -0.00719 -3.98314 -0.87734 -0.01 -0.04 -0.04
C 0.16059 -3.35285 -2.11265 -0.01 -0.05 0.05
N 0.21641 -1.97657 -2.34026 0.11 0.17 -0.06
C 0.38206 -1.70591 -3.62050 0.00 -0.14 0.24
C 0.35650 -0.31882 -4.01268 0.02 0.10 0.03
C 0.45622 0.12986 -5.33143 0.00 0.02 0.05
C 0.27981 1.47339 -5.59431 0.01 0.02 -0.03
C -0.03397 2.34165 -4.55005 0.00 0.01 0.04
C -0.12224 1.88355 -3.24354 0.02 -0.03 -0.04
C 0.11414 0.54159 -2.93079 -0.13 0.12 -0.18
H 0.43270 -6.09305 -4.13554 0.00 0.01 -0.02
H 0.13112 -7.19916 -1.94831 0.00 -0.01 -0.01
H -0.14713 -5.87280 0.10122 -0.01 0.02 0.02
H -0.15377 -3.39545 0.01835 0.00 -0.02 0.01
H 0.65065 -0.56203 -6.14261 0.00 -0.03 0.01
H 0.35089 1.84565 -6.60693 0.00 -0.01 -0.01
H -0.22053 3.38658 -4.76361 0.00 0.01 0.00
H -0.39835 2.58255 -2.46059 0.00 -0.01 0.01
C -3.13079 1.05051 6.41053 0.01 -0.02 -0.01
C -2.08579 2.06308 5.92241 -0.01 0.01 0.01
C -2.65808 3.46777 6.11383 0.02 0.01 -0.01
C -0.81633 1.93472 6.77521 -0.01 0.00 0.02
C -1.73751 1.77744 4.46252 0.01 0.00 -0.02
C -1.25632 0.52990 4.10054 0.01 -0.04 -0.03
C -0.92473 0.25415 2.78565 -0.07 0.08 0.23
Br -0.33754 -1.51872 2.43599 -0.02 -0.03 -0.08
C -1.03973 1.20588 1.77016 -0.04 0.07 -0.13
O -0.69049 0.94663 0.50476 0.04 -0.27 0.10
C -1.55243 2.47710 2.11762 0.01 -0.08 0.01
C -1.87907 2.71796 3.44761 0.00 -0.04 0.03
C -1.76466 3.56654 1.06283 0.00 0.07 -0.05
C -2.37175 4.83892 1.66200 0.01 0.02 -0.03
C -0.41880 3.96124 0.43554 -0.03 -0.04 0.01
C -2.73057 3.07476 -0.02632 0.03 0.00 0.00
H -3.40697 1.26440 7.44459 0.00 0.00 0.01
H -2.75157 0.02870 6.37451 0.00 -0.01 -0.01
H -4.03244 1.09672 5.79798 -0.01 0.01 0.00
H -2.89875 3.62017 7.16659 0.00 0.00 0.01
H -3.57463 3.61371 5.53963 -0.01 -0.01 -0.01
H -1.94270 4.24010 5.82544 0.01 0.01 -0.01
H -1.04807 2.11343 7.82692 0.00 0.01 0.01
H -0.06351 2.66009 6.46242 0.01 0.01 -0.01
H -0.37901 0.93899 6.69362 0.00 -0.01 0.00
H -1.13534 -0.25126 4.83838 0.00 -0.02 0.00
H -2.26850 3.68869 3.70564 0.01 0.00 0.00
H -1.72429 5.29047 2.41554 0.00 0.00 0.01
H -3.35054 4.65565 2.10728 -0.01 -0.01 0.00
H -2.50543 5.57077 0.86388 0.00 0.01 -0.01
H 0.25352 4.36263 1.19784 0.00 0.00 0.01
H -0.57042 4.73520 -0.32091 -0.01 0.00 -0.02
H 0.05048 3.09566 -0.02351 0.04 -0.02 -0.02
H -3.70007 2.82602 0.40961 -0.01 0.00 0.02
H -2.35719 2.19510 -0.54402 -0.01 0.03 0.00
H -2.89010 3.86922 -0.75925 0.00 0.01 -0.02
Cl -7.32280 -3.81575 -3.27014 0.00 0.00 0.00
C -5.91339 -3.00371 -2.68598 -0.03 -0.01 -0.01
C -5.10804 -3.63763 -1.74925 -0.02 0.02 -0.02
C -3.98188 -2.98456 -1.28576 0.02 0.05 -0.02
C -3.67242 -1.71169 -1.76012 -0.10 -0.12 0.22
C -4.49066 -1.08590 -2.69811 0.03 -0.03 0.05
C -5.61752 -1.73423 -3.16585 0.00 -0.03 0.01
C -2.46456 -1.03366 -1.28774 -0.09 0.38 -0.09
O -2.13330 0.10939 -1.71574 0.14 -0.21 0.05
O -1.62584 -1.58507 -0.48950 -0.22 -0.33 -0.06
H -5.37027 -4.62357 -1.39415 0.00 -0.01 0.00
H -3.33589 -3.45174 -0.55449 0.01 0.00 0.01
H -4.23442 -0.09683 -3.05212 0.00 0.01 0.00
H -6.26832 -1.27033 -3.89279 0.00 0.01 -0.01
C 3.39517 1.61836 -2.63118 -0.04 0.09 0.01
S 2.26301 2.44418 -1.50944 0.18 -0.13 0.04
C 3.42732 2.91950 -0.23418 -0.10 0.03 -0.02
O 1.49917 1.33349 -0.81470 0.08 0.02 0.03
H 3.93096 0.83776 -2.09195 -0.02 -0.01 0.04
H 4.09161 2.35438 -3.03218 0.00 0.03 0.01
H 2.80104 1.19553 -3.43969 -0.03 0.00 0.00
H 3.98530 3.79497 -0.56283 0.00 0.00 -0.05
H 4.09134 2.09209 0.00700 -0.04 -0.06 -0.01
H 2.81571 3.16934 0.63090 0.01 0.04 0.01
C 6.50135 -1.26491 0.25711 0.00 0.04 -0.02
C 5.92072 -2.52861 -0.36405 0.01 -0.07 0.01
C 5.57927 -2.32927 -1.83659 -0.02 0.03 -0.01
C 4.71893 -3.06224 0.41620 0.00 -0.10 -0.06
N 3.57695 -2.15282 0.39306 -0.02 -0.03 -0.05
C 2.54491 -2.08384 -0.43765 -0.07 0.22 0.15
N 1.78872 -1.07121 -0.05301 -0.02 -0.33 -0.15
N 2.39633 -0.52578 1.02758 -0.11 0.17 -0.03
N 3.45938 -1.16494 1.29468 -0.01 0.06 0.12
H 7.38761 -0.95089 -0.29370 0.01 0.00 0.01
H 6.78419 -1.41966 1.29802 0.00 -0.01 0.02
H 5.78321 -0.44230 0.23138 0.00 0.00 -0.01
H 6.66830 -3.32481 -0.29296 0.00 0.02 0.00
H 4.84421 -1.52929 -1.96731 0.00 0.01 0.00
H 5.17497 -3.23713 -2.28876 0.00 -0.02 0.00
H 6.46706 -2.04478 -2.39967 0.01 0.00 0.00
H 4.94950 -3.22117 1.46819 0.06 0.00 -0.02
H 4.37823 -4.00598 -0.01107 -0.02 0.01 0.04
H 2.37309 -2.74498 -1.26560 0.01 -0.03 -0.01
```
Positions in Å, forces in eV/Å.

Output
* expectation value of S²: 2.0127
* molar mass: 1038.2 u
* total energy: -6063.44326 Eh
* net charge: +1
* multiplicity: 3
* E_LUMO (alpha / beta): -2.82 / -3.16 eV
* highest occupied orbital energy (alpha / beta): -9.35 / -9.86 eV
* F_max: 0.632 eV/A

***

The following is a quantum chemistry calculation of a 2-piece molecular cluster, H5PSi overall at a distorted geometry, from the OMol25 dataset.

Geometry as XYZ:
```
7
Properties=species:S:1:pos:R:3:forces:R:3
Si -0.07336 -0.59639 -0.30439 -2.01 -0.26 -1.80
P -0.13530 1.29249 0.86200 -0.71 0.33 0.03
H -0.36099 -1.76892 0.51385 0.00 -0.18 0.16
H -2.08426 -0.76276 -1.99397 1.94 0.26 1.67
H 1.03774 -0.78861 -1.23165 0.20 -0.03 -0.07
H 0.98340 1.84820 0.25043 0.34 0.20 -0.38
H 0.63277 0.77598 1.90372 0.22 -0.33 0.39
```
Positions in Å, forces in eV/Å.

Output
* molar mass: 64.1 u
* total energy: -633.67772 Eh
* E_LUMO (alpha / beta): -0.63 / -0.56 eV
* highest occupied orbital energy (alpha / beta): -8.91 / -8.46 eV
* F_max: 2.708 eV/A